Entry 1:
# C25H41Cl8F3O15

A cluster of 9 separate species, C25H41Cl8F3O15 in total (ωB97M-V with the def2-TZVPD basis set, the Open Molecules 2025 dataset).

Properties
* HOMO level: -10.4 eV
* net charge: 0
* structure (SMILES): O=C1OC[C@@H](F)O1.O=C1OC[C@@H](F)O1.O=C1OC[C@@H](F)O1.CCOC(=O)OC.CCOC(=O)OC.ClCCCl.ClCCCl.ClCCCl.ClCCCl

CARTESIAN COORDINATES (ANGSTROEM)
C  2.98  2.47  0.61
F  -4.42  3.81  1.99
C  -3.39  -2.14  0.21
H  -0.92  0.34  -3.23
C  -1.08  0.55  -2.16
H  -0.07  -3.72  -2.46
O  -3.42  -3.19  -0.70
H  -2.53  4.22  1.36
O  -0.48  0.01  0.01
Cl  4.58  1.83  0.92
H  0.78  -7.45  2.39
O  -0.75  4.54  -2.96
H  1.00  -2.30  2.60
H  1.58  -6.07  3.07
C  2.69  -0.93  -2.57
Cl  2.45  3.20  -5.69
H  2.82  -2.95  -0.31
Cl  0.96  0.10  6.33
H  -2.32  -1.92  0.52
C  2.53  -7.00  1.49
C  -0.06  -0.01  -1.33
C  -1.60  4.71  -1.88
H  1.28  -0.72  3.24
O  -1.25  -3.40  -0.82
H  -0.20  2.60  -6.91
C  -3.47  2.47  0.24
O  1.25  -1.39  0.46
H  4.26  -3.07  -1.35
C  2.00  2.12  1.66
H  0.85  0.55  -1.48
O  -0.25  -0.70  2.01
H  -2.72  2.43  -0.51
H  1.57  0.98  -6.15
C  3.44  -2.42  -1.03
C  -3.21  3.36  1.45
Cl  3.86  -5.77  1.39
H  -4.00  -3.37  1.88
C  3.85  -1.03  -0.64
C  -0.51  1.11  6.16
C  -0.09  -4.01  -1.42
H  1.88  1.01  1.74
H  0.43  6.55  -1.32
O  -2.68  2.46  2.36
H  -0.15  -5.13  -1.26
O  -2.79  0.22  2.67
H  -0.20  -1.55  3.82
H  1.05  5.05  -0.39
H  -0.99  1.65  -2.12
O  -2.79  4.45  -1.87
H  -1.44  2.51  4.88
C  -2.42  -3.71  -1.37
Cl  0.26  -5.41  1.29
H  1.25  1.52  -4.50
H  -2.10  0.28  -1.90
Cl  0.84  3.23  5.08
O  3.33  -0.16  -1.61
H  -4.32  -1.64  2.07
F  1.23  3.50  -2.29
H  2.21  2.57  2.63
C  0.28  -0.73  0.79
C  -0.47  2.01  4.95
C  1.31  -6.52  2.15
H  -3.73  -1.20  -0.27
Cl  -1.27  1.05  -5.61
Cl  0.43  2.75  1.10
H  -0.34  3.20  -5.22
H  2.36  -7.32  0.48
C  0.51  -1.40  2.98
O  2.70  -2.21  -2.23
F  5.22  -0.93  -0.89
H  3.05  3.54  0.61
H  1.21  5.19  -3.25
C  0.42  5.46  -1.21
H  2.65  2.20  -0.39
O  2.23  -0.36  -3.52
C  0.57  4.74  -2.49
H  -4.42  2.69  -0.21
O  -3.63  1.24  0.85
H  -5.35  -2.63  1.07
C  -4.32  -2.47  1.34
H  0.17  -1.05  -1.61
H  -0.57  1.69  7.06
C  -2.99  1.20  2.01
H  2.97  -7.89  2.02
H  0.72  -3.63  -0.80
C  -0.09  2.38  -5.89
H  3.69  -0.68  0.37
O  -0.89  5.11  -0.80
H  -0.35  1.46  4.00
H  -1.39  0.50  6.15
O  -2.57  -4.47  -2.31
C  1.27  1.81  -5.55

Entry 2:
# C2H6Cl2O2P

A cluster of 2 separate species, C2H6Cl2O2P in total (ωB97M-V with the def2-TZVPD basis set, the Open Molecules 2025 dataset).

Properties
* HOMO level: -14.9 eV
* net charge: +1

CARTESIAN COORDINATES (ANGSTROEM)
H  -1.05  -0.58  -1.66
H  -2.49  -0.14  2.79
C  -2.36  0.60  1.98
H  0.33  -0.15  -2.52
H  -3.35  1.31  1.92
H  0.30  -1.53  -1.24
H  4.34  -1.38  -1.98
C  0.00  -0.58  -1.51
Cl  1.33  1.91  1.59
O  -1.40  0.90  1.37
P  0.55  0.19  0.97
Cl  3.33  -0.92  -1.13
O  0.46  0.38  -0.58

Entry 3:
# C17H36N5O2

A cluster of 3 separate species, C17H36N5O2 in total (ωB97M-V with the def2-TZVPD basis set, the Open Molecules 2025 dataset).

Properties
* HOMO level: -11.0 eV
* net charge: +1

CARTESIAN COORDINATES (ANGSTROEM)
H  -1.45  -0.37  -1.13
C  1.12  -2.24  1.56
H  0.75  2.95  0.78
H  1.14  0.04  -5.15
H  -1.31  1.49  -4.24
H  1.05  -0.48  -1.73
H  -0.12  -0.38  0.70
H  -3.92  -2.90  2.47
H  -1.18  5.31  -0.85
H  -5.82  -4.08  2.60
H  -0.25  7.56  -0.03
H  1.02  6.82  0.60
H  -0.79  4.47  2.72
C  -2.96  -4.30  0.73
N  -5.20  -4.50  1.89
N  -1.37  -2.25  0.73
N  0.08  7.15  0.84
C  -0.32  5.44  2.52
H  1.90  -4.77  3.51
H  1.93  4.25  1.16
O  0.37  -1.05  -3.53
O  0.68  4.65  -0.43
C  -0.34  -4.48  1.63
C  -0.73  5.97  1.15
C  0.37  -0.69  -4.91
C  -0.77  1.95  -3.41
H  -2.19  -1.73  0.35
C  1.40  3.72  0.36
H  4.33  -3.57  0.27
C  0.73  0.01  -2.65
H  2.07  -1.66  1.75
H  2.15  3.24  -0.27
H  -0.47  -5.58  1.88
C  -0.44  0.96  -2.30
H  -1.16  3.98  0.31
C  4.21  -4.44  1.00
H  4.09  -4.51  3.22
H  0.76  5.31  2.62
C  -0.65  4.91  0.02
C  3.46  -4.01  2.38
C  -0.13  -1.50  0.95
H  0.55  -1.60  -5.49
H  3.69  -5.35  0.51
C  1.04  -3.76  1.91
H  5.27  -4.81  1.26
H  -0.12  1.55  -1.43
H  -1.41  2.75  -3.03
H  -3.33  -3.90  -0.29
H  0.13  2.41  -3.81
H  -1.78  6.28  1.22
C  -1.52  -3.67  1.04
H  -0.62  -0.31  -5.20
H  -1.83  -0.45  -2.69
N  2.08  -4.58  2.52
H  -2.97  -5.45  0.72
H  3.54  -2.88  2.58
H  -0.64  6.13  3.30
N  -1.65  0.22  -1.94
H  1.59  0.56  -3.03
C  -4.07  -3.82  1.81

Computed largest force on an atom, in the same sequence as the records: 3.482, 6.719, 4.270 eV Å⁻¹.
Computed E, in the same sequence as the records: -165635.977, -40591.734, -29746.056 eV.
Computed LUMO, in the same sequence as the records: 0.2, -4.8, -4.6 eV.